1.
Computed, not measured: a molecular structure, C35H62AlBr2F2N4O10, with ωB97M-V/def2-TZVPD.

```
116
Properties=species:S:1:pos:R:3:mulliken_charge:R:1
C -0.327 -0.459 2.333 -0.76
C -1.297 0.844 2.122 0.23
O -0.552 1.989 1.501 -0.52
C -2.706 0.551 1.339 -0.33
O -2.833 -0.781 0.739 -0.33
C -2.103 -0.922 -0.522 0.23
C -1.741 0.245 -1.609 -0.32
C -0.857 -0.107 -2.986 -0.43
C -0.398 -1.680 -3.168 0.37
N -0.769 -2.774 -2.148 0.35
C -0.317 -4.238 -2.311 -0.49
C -0.323 -4.673 -3.911 -0.12
N 0.890 -4.725 -4.574 -0.57
C -1.572 -2.464 -0.894 -0.09
H -0.881 -1.467 2.548 0.24
H 0.512 -0.194 3.134 0.23
H 0.264 -0.604 1.308 0.08
H -1.570 1.234 3.217 0.42
H -0.496 1.850 0.509 0.29
H -3.563 0.622 2.168 0.18
H -2.913 1.451 0.609 0.16
H -2.070 1.365 -1.402 0.37
H -0.594 0.775 -3.713 0.08
H 0.262 -1.939 -4.126 -0.02
H -1.098 -4.939 -1.771 0.42
H 0.736 -4.424 -1.798 0.28
H -1.335 -4.892 -4.472 0.22
H 1.624 -4.466 -3.877 0.37
H -1.837 -3.337 -0.130 0.40
C -4.832 -3.217 -6.816 -1.12
C -3.557 -4.022 -6.961 0.37
O -3.317 -4.767 -5.777 -0.50
H -4.762 -2.536 -5.962 0.28
H -5.030 -2.633 -7.719 0.31
H -5.687 -3.876 -6.628 0.37
H -2.703 -3.359 -7.127 -0.30
H -3.625 -4.715 -7.805 0.29
H -4.077 -5.359 -5.644 0.30
C -6.292 3.641 2.309 -1.07
C -5.116 3.312 3.187 0.64
O -3.989 3.127 2.729 -0.72
N -5.330 3.222 4.530 -0.06
C -6.571 3.406 5.245 -0.78
H -5.973 3.680 1.263 0.32
H -7.059 2.868 2.408 0.22
H -6.700 4.618 2.582 0.33
H -4.496 2.998 5.059 0.29
H -6.434 4.220 5.961 0.28
H -6.790 2.482 5.787 0.26
H -7.403 3.642 4.582 0.24
Br -1.811 -0.878 -10.262 -0.06
C 0.051 -1.303 -9.864 -0.47
C 0.153 -2.448 -8.884 -0.64
Br -0.241 -1.858 -7.066 0.14
H 0.519 -0.382 -9.507 0.16
H 0.491 -1.579 -10.827 0.37
H 1.176 -2.831 -8.842 0.43
H -0.530 -3.272 -9.106 0.43
C -10.466 4.354 1.252 -0.73
C -10.188 3.832 2.653 0.47
N -9.957 3.399 3.814 -0.51
H -9.679 5.050 0.951 0.26
H -10.496 3.521 0.544 0.21
H -11.428 4.873 1.232 0.33
C 4.104 2.012 3.130 -0.86
C 3.861 0.983 4.222 -0.40
O 3.770 -0.353 3.733 -0.42
C 4.916 -0.860 3.053 -0.32
C 6.168 -0.881 3.913 -0.81
H 3.307 1.967 2.377 0.24
H 4.130 3.021 3.555 0.39
H 5.050 1.843 2.613 0.16
H 2.906 1.205 4.708 0.39
H 4.626 1.048 5.002 0.31
H 5.082 -0.301 2.126 0.28
H 4.675 -1.887 2.754 0.32
H 6.461 0.121 4.235 0.06
H 7.005 -1.312 3.355 0.38
H 6.003 -1.479 4.815 0.30
F -3.987 2.176 6.280 -0.91
Al 1.195 0.403 -6.729 0.68
F 3.011 -3.575 -2.754 -0.24
C 3.873 -2.553 -2.846 0.38
C 5.217 -2.765 -2.562 -0.60
C 6.116 -1.703 -2.663 -0.54
C 5.657 -0.437 -3.037 -0.54
C 4.304 -0.234 -3.315 -0.70
C 3.408 -1.299 -3.224 0.12
H 5.554 -3.753 -2.266 0.44
H 7.170 -1.859 -2.451 0.41
H 6.357 0.392 -3.111 0.41
H 3.949 0.753 -3.601 0.39
H 2.355 -1.160 -3.446 0.42
O -10.917 -1.302 2.677 -0.39
C -10.035 -0.377 2.270 -0.01
C -10.502 0.216 0.858 -0.14
O -9.614 1.131 0.445 -0.44
H -8.992 -0.709 2.124 0.22
H -9.891 0.499 2.926 0.16
H -11.541 0.559 1.010 0.25
H -10.660 -0.660 0.205 0.32
C 12.228 0.679 4.908 -1.07
C 11.816 1.823 5.820 -0.16
O 11.161 2.858 5.076 -0.37
C 9.867 2.615 4.748 0.73
O 9.228 1.616 5.037 -0.56
O 9.413 3.666 4.019 -0.33
C 8.087 3.495 3.526 -0.64
H 12.828 1.050 4.071 0.29
H 12.809 -0.065 5.460 0.35
H 11.354 0.182 4.476 0.29
H 12.711 2.270 6.265 0.30
H 11.184 1.476 6.645 0.30
H 7.391 3.240 4.332 0.29
H 8.077 2.725 2.748 0.28
H 7.765 4.441 3.080 0.29
```

Results
E_HOMO in eV: -7.10
Kohn-Sham gap in eV: 0.96
Total energy in eV: -215823.5330
Total charge: +1



2.
Computed, not measured: 3 unconnected molecules or ions with the total composition C5H15NO4, with ωB97M-V/def2-TZVPD.

```
25
Properties=species:S:1:pos:R:3:lowdin_spin:R:1
C 1.630 0.148 -0.404 0.01
C 2.027 1.553 -0.774 0.00
O 1.974 1.643 -2.201 0.01
C 0.446 0.238 0.464 0.01
N 0.509 -0.308 1.665 0.34
C -0.522 0.066 2.706 0.03
C -1.919 -0.215 2.100 0.03
O -0.601 0.903 0.155 0.52
H 1.325 -0.342 -1.362 -0.01
H 2.506 -0.342 -0.143 0.00
H 1.249 2.313 -0.313 0.00
H 3.164 1.878 -0.448 0.00
H 1.069 2.073 -2.493 0.00
H 1.345 -0.836 2.151 0.00
H -0.531 -0.496 3.666 0.00
H -0.334 1.143 3.016 0.02
H -1.862 -1.179 1.512 0.00
H -2.594 -0.446 2.927 0.01
H -2.103 0.486 1.305 0.00
H -2.257 0.447 -2.431 0.00
H -1.679 -0.728 -1.701 0.00
O -2.504 -0.424 -2.025 0.02
H -0.479 -2.337 -0.343 0.00
H -0.974 -3.557 -1.052 0.00
O -0.291 -2.955 -0.992 0.00
```

Results
E_HOMO (alpha / beta) in eV: -14.45 / -14.39
Kohn-Sham gap (alpha / beta) in eV: 10.31 / 5.01
Total energy in eV: -15096.7912
Total charge: +1
Multiplicity: 2
ΔE to the lowest compared entry with this formula, charge and spin in eV: 2.6576



3.
Computed, not measured: 3 unconnected molecules or ions with the total composition C3H14NO3S, with ωB97M-V/def2-TZVPD.

```
22
Properties=species:S:1:pos:R:3:mulliken_charge:R:1
C -1.985 0.869 0.763 -0.92
O -2.397 -0.146 1.651 -0.52
C -0.714 0.439 0.018 0.25
C -0.123 1.559 -0.817 -1.01
S -0.143 1.302 -2.624 -0.16
N 0.242 -0.016 1.095 -0.29
H -2.733 1.195 0.043 0.44
H -1.706 1.684 1.442 0.41
H -3.159 -0.651 1.354 0.33
H -0.968 -0.419 -0.605 0.41
H -0.600 2.524 -0.623 0.44
H 0.898 1.786 -0.491 0.35
H -0.979 2.318 -2.883 0.17
H -0.222 -0.766 1.619 0.36
H 1.116 -0.333 0.647 0.40
H 0.343 0.730 1.784 0.37
H 3.436 -0.484 1.060 0.33
H 3.154 -1.944 0.705 0.31
O 2.771 -1.173 1.133 -0.68
H 0.600 -2.842 -2.217 0.32
H 2.027 -2.653 -1.613 0.31
O 1.142 -2.980 -1.442 -0.63
```

Results
E_HOMO in eV: -12.97
Kohn-Sham gap in eV: 9.91
Total energy in eV: -21799.4617
Total charge: +1
ΔE to the lowest compared entry with this formula, charge and spin in eV: 0.6122



4.
Computed, not measured: a molecular structure, C4H6N2O, with ωB97M-V/def2-TZVPD.

```
13
Properties=species:S:1:pos:R:3:mulliken_charge:R:1
N 0.750 -1.459 -1.075 -0.59
C -0.084 -0.593 -0.322 0.67
C 0.549 0.566 0.301 0.19
O 1.814 1.036 0.207 -0.55
N -0.467 1.308 0.802 -0.03
C -1.660 0.602 0.564 -0.20
C -1.509 -0.582 -0.122 -1.17
H 0.827 -1.093 -2.022 0.28
H 0.287 -2.361 -1.163 0.35
H 2.316 0.361 -0.278 0.36
H -0.334 2.138 1.361 0.22
H -2.563 1.057 0.966 0.39
H 0.469 -0.565 0.923 0.08
```

Results
E_HOMO in eV: -7.54
Kohn-Sham gap in eV: 7.91
Total energy in eV: -9268.7187
ΔE to the lowest compared entry with this formula, charge and spin in eV: 4.7832



5.
Computed, not measured: a gas-phase ion, C7H5N2O3S (charge +1), with ωB97M-V/def2-TZVPD.

```
18
Properties=species:S:1:pos:R:3:mulliken_charge:R:1
N -2.860 -2.484 0.934 -0.37
C -1.846 -2.135 0.522 0.51
O -0.696 -1.738 0.051 -0.34
C -0.519 -0.380 -0.066 0.76
C -1.522 0.517 0.200 -0.70
N -1.266 1.827 0.039 0.03
C -0.089 2.302 -0.382 -0.47
C 0.934 1.422 -0.658 -0.51
C 0.733 0.062 -0.487 0.55
C 1.829 -0.899 -0.911 0.37
O 2.286 -0.811 -2.003 -0.42
O 2.211 -1.852 -0.038 -0.28
S 2.207 -1.436 1.596 -0.01
H -2.508 0.228 0.538 0.45
H -2.011 2.486 0.230 0.30
H 0.018 3.369 -0.498 0.42
H 1.885 1.784 -1.020 0.50
H 1.212 -2.264 1.951 0.19
```

Results
E_HOMO in eV: -13.71
Kohn-Sham gap in eV: 8.06
Total energy in eV: -27288.5786
Total charge: +1
ΔE to the lowest compared entry with this formula, charge and spin in eV: 0.0000